The following is a quantum chemistry calculation of a molecular structure, C21H28AsBrIN3O3PdS2, from the OMol25 dataset.

Results
gap between HOMO and LUMO: 6.3 eV
net charge: +2

Each line ends with the Löwdin charge.
CARTESIAN COORDINATES (ANGSTROEM)
C (-2.661, -1.321, -3.056)  -0.16
S (2.049, -1.602, -0.134)  0.98
C (-4.091, -1.239, -4.988)  -0.04
N (-2.027, 1.765, 1.817)  0.02
C (-0.570, 4.711, 0.537)  -0.17
N (-3.603, 3.083, 0.799)  0.11
C (4.642, -1.046, 0.321)  -0.21
H (4.926, -2.542, 1.896)  0.13
H (-0.781, -4.006, -0.110)  0.13
H (-0.118, -4.431, 4.117)  0.12
H (3.196, 3.369, 0.011)  0.05
C (3.594, -0.905, -0.780)  -0.30
C (-0.848, -1.641, 2.319)  -0.16
C (-0.419, -4.358, 1.983)  -0.04
H (-4.180, 3.277, -0.002)  0.11
I (0.075, -0.019, -2.821)  1.25
H (-0.263, -5.421, 1.848)  0.12
H (5.648, -0.993, -0.092)  0.13
O (1.306, -0.410, 0.523)  -0.64
H (-5.016, -1.505, -5.480)  0.12
H (2.612, 5.016, 0.351)  0.06
H (2.601, -1.766, 2.118)  0.11
H (1.619, 3.511, 2.888)  0.06
N (-1.280, 0.617, 1.613)  -0.14
C (-0.703, -3.575, 0.880)  0.00
H (-1.647, 0.018, 3.494)  0.16
H (-1.515, 4.307, 0.890)  0.01
Br (-0.681, 0.848, -6.031)  0.78
H (-4.585, -2.244, -3.156)  0.12
C (-0.568, -2.460, 3.425)  -0.01
S (-2.516, 1.262, -0.794)  0.78
O (0.383, 2.077, -0.498)  -0.69
C (-1.953, -0.143, -5.059)  -0.74
C (2.385, 4.077, -0.151)  -0.17
C (4.358, -2.394, 0.978)  -0.21
H (3.364, 0.115, -1.083)  0.09
H (-0.545, -2.017, 4.413)  0.13
H (-3.326, -0.178, -6.694)  0.11
C (-0.926, -2.202, 1.029)  -0.35
H (-0.254, 5.525, 1.189)  0.06
C (-1.243, -0.281, 2.529)  -0.01
H (3.846, -1.492, -1.664)  0.11
C (1.087, 2.734, 2.339)  -0.18
As (0.769, 3.352, 0.558)  1.06
O (-1.260, -1.507, -0.065)  -0.26
H (0.139, 2.523, 2.825)  0.02
C (-1.736, -0.560, -3.751)  -0.66
Pd (-0.544, 0.302, -0.219)  0.81
C (2.862, -2.407, 1.274)  -0.28
H (4.535, -0.240, 1.049)  0.12
H (-0.677, 5.075, -0.483)  0.06
C (-3.147, -0.492, -5.675)  -0.10
C (-3.851, -1.653, -3.686)  -0.05
H (2.251, 4.252, -1.217)  0.06
H (1.699, 1.834, 2.279)  0.04
C (-0.335, -3.806, 3.264)  -0.06
H (-3.946, 3.381, 1.700)  0.13
H (4.619, -3.208, 0.299)  0.13
C (-2.711, 2.076, 0.761)  -0.80
H (-2.460, -1.648, -2.046)  0.08
H (2.420, -3.391, 1.418)  0.09

Forces on the atoms, in the same order (eV/Å):
C 0.000 -0.002 0.001
S -0.090 -0.065 0.053
C 0.012 0.011 -0.004
N -0.056 0.118 -0.105
C -0.020 0.005 0.008
N -0.034 -0.040 0.052
C -0.004 -0.009 -0.002
H -0.003 0.012 0.002
H -0.005 0.003 -0.002
H 0.001 -0.001 0.004
H 0.002 -0.007 -0.014
C 0.011 -0.007 0.052
C 0.036 -0.008 0.035
C -0.007 0.011 -0.047
H 0.030 0.026 -0.008
I 0.019 0.020 0.031
H -0.002 0.005 0.000
H -0.001 0.010 -0.005
O 0.102 0.150 -0.107
H 0.000 -0.001 0.000
H 0.008 -0.006 -0.004
H -0.012 -0.012 0.011
H 0.006 -0.005 -0.003
N 0.101 -0.023 -0.076
C 0.020 0.001 0.015
H -0.008 -0.009 -0.010
H 0.076 0.054 -0.017
Br -0.001 -0.013 0.038
H -0.002 -0.004 0.000
C 0.008 0.018 0.028
S -0.102 -0.064 0.046
O -0.145 0.026 0.023
C -0.003 -0.007 0.024
C 0.004 0.029 0.030
C 0.006 0.000 -0.009
H 0.004 0.025 -0.031
H 0.001 -0.002 0.001
H -0.002 -0.001 -0.002
C 0.055 -0.001 -0.148
H 0.030 0.006 -0.016
C -0.129 0.012 0.020
H 0.001 -0.024 -0.001
C 0.036 0.015 0.019
As 0.042 -0.060 0.034
O -0.123 -0.012 -0.022
H 0.003 0.031 0.002
C 0.035 0.034 -0.050
Pd 0.070 -0.065 0.094
C 0.000 -0.020 -0.004
H -0.004 -0.003 0.006
H 0.002 0.006 -0.001
C -0.008 -0.010 0.014
C 0.003 -0.014 0.020
H -0.010 -0.003 -0.001
H -0.013 0.002 0.000
C -0.002 0.005 -0.004
H -0.032 -0.024 -0.003
H 0.005 -0.006 0.008
C 0.079 -0.084 0.014
H 0.006 -0.024 0.025
H 0.006 0.001 -0.012

***

The following is a quantum chemistry calculation of a molecular structure, C21H28Br4CsN5O6S3 at a distorted geometry, from the OMol25 dataset.

Results
gap between HOMO and LUMO: 4.3 eV
net charge: -2

Each line ends with the Löwdin charge.
CARTESIAN COORDINATES (ANGSTROEM)
O (4.403, -5.079, 1.128)  0.08
H (-4.563, -0.599, 2.758)  0.08
Br (-5.283, 1.527, -4.776)  0.66
H (1.633, 1.081, -0.390)  0.05
S (-3.359, -1.288, 4.720)  0.84
C (3.224, 2.216, -0.857)  -0.23
H (-2.241, 0.224, 3.249)  0.03
C (-3.614, 2.418, -4.601)  -0.66
H (4.116, 2.590, -0.334)  0.10
S (-2.280, -1.587, 1.185)  0.88
H (-3.155, -3.322, 2.611)  0.07
H (4.414, 1.359, -2.444)  0.10
C (-0.786, -0.233, 4.761)  -0.58
N (2.364, 0.639, -2.429)  -0.01
H (1.943, 1.305, -3.068)  0.06
C (-3.578, -2.439, 2.129)  -0.53
H (-0.797, -0.911, 5.620)  0.06
C (-1.179, 3.658, -4.275)  -0.64
Br (0.513, 4.489, -3.972)  0.66
H (1.033, 3.505, -0.476)  0.10
H (-2.573, 0.976, 4.813)  0.06
N (2.831, -1.214, 1.005)  0.01
O (0.204, -2.861, -1.585)  -0.30
C (-3.371, 3.652, -5.239)  -0.79
N (-0.765, 1.570, -0.063)  -0.02
H (4.881, -4.263, 1.303)  0.08
H (2.864, 3.035, -1.500)  0.10
O (2.635, -5.616, -0.093)  0.13
C (-0.311, -2.445, 3.007)  -0.52
H (-0.080, -2.145, 0.851)  0.04
H (-1.760, 1.523, 0.091)  0.06
C (3.264, -4.750, 0.434)  -0.48
C (3.583, 1.055, -1.783)  -0.29
H (-0.689, 3.243, 1.277)  0.10
C (2.221, -2.565, -0.524)  -0.13
C (-0.094, 2.379, 0.950)  -0.28
Cs (-0.727, -0.606, -2.469)  1.45
C (-0.809, -2.530, 1.559)  -0.54
C (1.428, -2.798, -1.817)  -0.76
C (2.950, -3.319, 0.430)  -0.08
C (-1.355, 2.442, -3.623)  -0.48
C (-2.161, 4.273, -5.082)  -0.80
C (3.319, -2.392, 1.409)  -0.05
H (2.803, -0.321, 1.472)  0.13
H (-0.323, 0.695, 5.103)  0.06
N (2.165, -1.305, -0.142)  0.11
O (2.029, -2.690, -2.896)  -0.03
H (1.715, 3.555, 1.150)  0.10
H (0.488, -3.181, 3.120)  0.06
S (0.347, -0.822, 3.491)  0.85
H (-1.101, -2.708, 3.710)  0.04
O (-0.458, 1.909, -2.874)  -0.45
Br (-1.788, 5.924, -5.945)  0.60
Br (-4.724, 4.433, -6.321)  0.60
H (0.098, 1.759, 1.839)  0.07
C (-2.663, 1.744, -3.809)  -0.51
H (-0.638, 1.958, -1.010)  0.02
H (-0.956, -3.573, 1.270)  0.09
H (3.842, -2.499, 2.348)  0.12
C (1.245, 2.893, 0.414)  -0.24
H (2.430, -0.273, -2.871)  0.05
C (-4.272, -1.562, 3.186)  -0.56
H (-4.337, -2.791, 1.424)  0.07
H (-5.197, -2.048, 3.504)  0.06
C (-2.220, 0.069, 4.317)  -0.54
O (-2.885, 0.627, -3.258)  -0.37
H (3.937, 0.204, -1.200)  0.09
N (2.169, 1.805, 0.084)  -0.06

Forces on the atoms, in the same order (eV/Å):
O 0.024 -0.087 0.048
H 0.069 -0.037 0.022
Br -0.091 -0.028 -0.021
H -0.016 -0.072 -0.143
S -0.029 -0.088 0.061
C -0.214 -0.033 0.072
H -0.060 0.083 -0.301
C 0.178 0.100 -0.057
H -0.115 -0.083 0.067
S -0.350 0.308 -0.047
H 0.041 0.006 -0.023
H -0.148 0.035 -0.006
C -0.204 -0.018 0.256
N -0.070 -0.463 -0.637
H 0.078 0.180 0.123
C -0.116 0.031 0.232
H 0.075 0.014 -0.078
C 0.011 0.163 -0.066
Br 0.015 0.025 -0.015
H -0.008 0.016 -0.052
H -0.036 -0.063 0.000
N 0.026 -0.154 0.364
O 0.436 -1.694 0.298
C -0.267 -0.169 -0.007
N 0.332 0.185 -0.063
H 0.094 0.088 0.066
H 0.000 0.033 0.038
O -0.211 -0.272 -0.115
C -0.096 -0.199 -0.252
H 0.157 0.059 -0.041
H -0.193 -0.083 0.123
C 0.116 0.130 -0.040
C -0.129 0.183 0.145
H 0.040 0.112 -0.024
C -0.047 0.139 -0.139
C 0.318 -0.198 -0.008
Cs 0.118 -0.806 0.034
C 0.134 -0.059 0.311
C 0.001 0.009 0.348
C 0.163 0.227 0.199
C -0.297 -0.167 0.041
C 0.198 0.145 -0.011
C -0.032 -0.122 -0.155
H 0.104 0.211 0.051
H 0.068 -0.005 -0.044
N -0.196 0.160 -0.141
O 0.113 -0.171 0.006
H -0.046 0.007 0.075
H 0.081 0.072 0.072
S 0.171 -0.072 -0.199
H -0.013 -0.011 0.018
O 0.057 1.225 -0.322
Br 0.022 0.051 -0.021
Br -0.055 0.049 -0.052
H -0.056 0.071 -0.069
C 0.005 0.537 -0.135
H -0.024 -0.070 0.159
H -0.027 -0.002 0.062
H -0.038 -0.018 -0.037
C -0.062 -0.118 -0.030
H 0.061 0.047 0.095
C 0.050 -0.063 -0.358
H 0.053 0.054 -0.013
H 0.006 -0.039 0.027
C 0.130 0.083 0.169
O -0.573 0.388 -0.085
H 0.085 0.006 0.070
N 0.191 0.235 0.155

***

The following is a quantum chemistry calculation of a single C21H28Cl2N6O4 molecule at a distorted geometry, from the OMol25 dataset.

Results
SMILES string: CCN(CC)CCNc1nc2c(c(=O)[nH]c(=O)n2C)n1C[C@@H](O)COc1ccc(Cl)cc1Cl
gap between HOMO and LUMO: 8.3 eV

Each line ends with the Löwdin charge.
CARTESIAN COORDINATES (ANGSTROEM)
O (-1.743, -2.168, -3.765)  0.07
H (1.750, -1.054, 5.243)  0.06
H (0.657, 0.725, -3.794)  0.11
H (4.303, -0.712, 1.859)  0.12
H (0.356, 1.566, 1.950)  0.09
H (-3.501, -1.161, -2.420)  0.17
H (2.587, -2.217, 1.498)  0.11
N (-0.994, -0.905, 1.371)  0.06
N (0.666, -1.897, 0.237)  0.19
H (2.975, -0.434, 6.340)  0.07
H (0.797, -0.641, 3.207)  0.10
C (2.464, -1.647, 2.419)  -0.15
H (-3.378, 2.105, -3.488)  0.11
C (-0.166, 1.086, -3.200)  -0.12
Cl (1.490, 0.905, -1.084)  0.78
C (-0.406, -1.774, -0.570)  -0.25
C (5.724, 0.279, 5.254)  -0.09
C (5.146, 0.496, 3.858)  -0.26
N (-0.472, -2.139, -1.879)  0.02
H (1.546, -2.069, -2.367)  0.08
C (-2.437, 1.862, -3.022)  -0.09
H (-2.017, 3.043, 1.407)  0.14
C (0.683, -2.713, -2.531)  0.00
H (5.679, -0.776, 5.509)  0.08
H (-1.479, -0.735, 3.378)  0.14
C (-1.458, 1.251, 2.513)  -0.30
H (5.783, -0.025, 3.140)  0.11
C (-1.738, -0.268, 2.422)  -0.05
H (2.721, -2.276, 3.275)  0.12
C (-1.080, 1.706, -1.038)  -0.30
C (0.292, -1.351, 1.391)  -0.34
H (-2.800, -0.422, 2.221)  0.13
H (-2.039, 1.646, 3.354)  0.16
H (-2.817, 1.536, 0.856)  0.11
N (1.061, -1.306, 2.493)  0.09
C (-2.697, -0.888, -0.552)  -0.42
H (0.458, -2.796, -3.592)  0.09
C (-0.021, 1.255, -1.838)  -0.57
H (1.444, 0.430, 6.154)  0.07
C (-1.388, 1.382, -3.788)  -0.69
C (2.204, -0.146, 5.631)  -0.07
H (5.173, 1.573, 3.612)  0.12
H (-3.109, 2.403, -1.078)  0.12
O (-3.688, -0.329, -0.102)  0.04
H (2.006, 1.046, 3.843)  0.09
H (3.266, 1.585, 4.942)  0.11
H (0.894, -3.697, -2.114)  0.10
H (6.762, 0.603, 5.277)  0.07
N (-2.661, -1.326, -1.877)  0.22
C (2.807, 0.693, 4.503)  -0.24
H (5.173, 0.842, 6.002)  0.06
C (-1.467, -1.170, 0.090)  -0.08
O (-0.824, 1.791, 0.292)  -0.09
C (-2.281, 2.030, -1.657)  -0.01
C (-1.626, -1.900, -2.591)  -0.48
Cl (-1.586, 1.152, -5.481)  0.70
C (-1.882, 1.971, 1.220)  -0.11
H (2.923, 0.396, 1.861)  0.12
C (3.407, -0.429, 2.413)  -0.17
O (-0.104, 1.497, 2.800)  -0.03
N (3.807, -0.052, 3.751)  -0.20

Forces on the atoms, in the same order (eV/Å):
O -0.076 -0.083 -0.347
H -0.072 -0.159 -0.021
H 0.086 -0.041 -0.048
H -0.004 0.029 0.014
H 0.029 -0.004 0.009
H 0.167 -0.012 0.061
H 0.051 -0.014 0.123
N 0.334 -0.201 -0.092
N 0.280 -0.256 -0.237
H 0.065 -0.073 0.072
H -0.092 -0.011 -0.155
C 0.293 0.018 -0.152
H -0.088 0.016 -0.071
C -0.169 0.059 0.028
Cl 0.246 0.037 -0.036
C -0.803 0.529 0.979
C -0.028 0.095 -0.308
C 0.147 0.000 0.173
N 0.115 -0.006 0.076
H 0.017 -0.019 -0.027
C 0.169 -0.038 -0.147
H 0.033 -0.099 -0.039
C 0.213 -0.138 -0.202
H 0.001 -0.114 0.052
H -0.040 0.002 -0.046
C -0.473 -0.334 -0.397
H -0.046 0.071 -0.013
C -0.036 0.596 0.403
H 0.076 0.004 -0.128
C 0.181 0.004 -0.245
C -0.623 -0.042 -0.237
H 0.085 -0.057 0.077
H -0.034 -0.026 -0.156
H 0.080 0.024 -0.012
N -0.079 0.135 0.480
C 0.391 -0.195 0.046
H 0.045 0.001 0.110
C -0.232 0.143 0.109
H -0.138 0.014 0.129
C -0.008 0.054 0.348
C 0.016 0.342 -0.154
H 0.028 -0.072 -0.048
H -0.077 -0.001 0.086
O -0.310 0.096 0.091
H 0.112 0.040 0.014
H -0.030 0.020 -0.080
H 0.036 0.006 -0.042
H 0.110 0.068 0.082
N -0.366 0.058 -0.066
C -0.112 -0.210 0.250
H -0.046 0.062 0.140
C 0.369 -0.419 -0.575
O 0.011 0.051 -0.129
C 0.146 0.064 0.263
C -0.066 0.021 -0.034
Cl -0.042 -0.022 -0.321
C -0.256 0.180 0.463
H 0.038 -0.020 -0.035
C -0.118 -0.317 0.043
O 0.299 0.080 0.048
N 0.196 0.063 -0.170

***

HOMO (computed, eV): -13.842; -0.991; -7.708
Energy above the lowest of the compared OMol25 structures with the same formula, charge and spin (computed, eV): 0.550; 2.648; 0.222
Total energy (computed, hartree): -7238.15714; -13053.11453; -2366.98996